[1]
Below is an isolated molecule of CH3Cl2PS in a non-equilibrium geometry, with properties calculated with ωB97M-V with the def2-TZVPD basis set.

The geometry in XYZ format:
```
8
CH3Cl2PS (ωB97M-V with the def2-TZVPD basis set)
C -1.103 -0.064 0.042
P 0.824 -0.165 0.120
S 1.752 -1.815 0.689
Cl 1.301 0.497 -1.738
Cl 1.410 1.469 1.170
H -1.138 -0.147 -1.116
H -1.711 -0.752 0.558
H -1.336 0.977 0.276
```

Total charge: 0
Multiplicity: 1
HOMO-LUMO gap: 0.3570 Ha
Energy above the lowest of the compared OMol25 structures with the same formula, charge and spin: 2.3 kcal/mol
SMILES: CP(=S)(Cl)Cl
LUMO level: 0.011 Eh
Strongest force on any atom: 4.372 eV/Å

natural (NBO) analysis output, partial charges in e: C -0.8988; P 1.0792; S -0.4552; Cl -0.2418; Cl -0.2399; H 0.2527; H 0.2561; H 0.2478

***

[2]
Below is a cluster of 2 separate species, C3H5NO2Si in total in a non-equilibrium geometry, with properties calculated with ωB97M-V with the def2-TZVPD basis set.

The geometry in XYZ format:
```
12
C3H5NO2Si (ωB97M-V with the def2-TZVPD basis set)
C 1.826 -0.029 0.191
C 1.051 1.130 0.432
C 1.379 -1.221 -0.023
N -1.009 -1.631 -0.017
O -0.097 1.263 0.048
O -2.971 0.511 0.119
Si -1.770 -0.318 -0.630
H 2.826 0.349 0.354
H 1.585 1.910 0.914
H 1.772 -2.200 -0.429
H -2.956 0.294 1.046
H -1.636 -0.057 -2.005
```

Total charge: 0
Multiplicity: 1
HOMO-LUMO gap (alpha / beta): 0.2987 / 0.2711 Ha
Energy above the lowest of the compared OMol25 structures with the same formula, charge and spin: 154.7 kcal/mol
LUMO level (alpha / beta): -0.020 / -0.027 Eh
Strongest force on any atom: 3.865 eV/Å

natural (NBO) analysis output, partial charges in e: C -0.5166; C 0.4455; C 0.1521; N -1.1713; O -0.5640; O -1.0700; Si 1.8833; H 0.2265; H 0.1349; H 0.2215; H 0.5060; H -0.2479

***

[3]
Below is a cluster of 7 separate species, C32H76F6N5O15 in total in a non-equilibrium geometry, with properties calculated with ωB97M-V with the def2-TZVPD basis set.

The geometry in XYZ format:
```
134
C32H76F6N5O15 (ωB97M-V with the def2-TZVPD basis set)
N 0.129 0.131 0.559
O -0.880 0.163 -0.098
O 0.041 -0.282 1.733
O 1.224 0.508 0.182
C -3.258 2.880 -1.825
O -3.003 4.250 -2.021
O -4.226 2.764 -0.844
C -3.517 2.275 -3.263
F -2.696 2.573 -4.254
F -3.419 0.994 -3.229
F -4.757 2.529 -3.769
C -1.669 4.707 -2.403
C -1.814 6.160 -2.782
H -2.419 6.167 -3.689
H -2.364 6.745 -2.045
H -0.798 6.552 -2.837
H -1.346 4.128 -3.269
H -1.013 4.705 -1.533
H -2.353 2.386 -1.470
C -1.439 -1.836 -3.907
O -0.627 -2.864 -3.360
O -0.630 -1.063 -4.821
C -2.797 -2.460 -4.301
F -3.314 -2.801 -3.113
F -3.715 -1.722 -4.945
F -2.635 -3.611 -4.863
C -0.079 -2.639 -2.088
C 0.685 -3.904 -1.769
H -0.028 -4.724 -1.685
H 1.473 -4.133 -2.488
H 1.152 -3.648 -0.818
H -0.685 -2.344 -1.231
H 0.541 -1.750 -2.208
H -1.702 -1.129 -3.119
C -4.164 1.528 5.344
O -3.179 1.868 4.355
C -3.474 1.275 3.083
C -2.396 1.824 2.045
N -2.566 3.338 1.837
H -3.444 3.498 1.365
H -2.720 3.666 2.779
C -1.417 4.256 1.292
C -0.495 4.753 2.447
O 0.025 3.658 3.176
C 1.160 2.963 2.556
H -3.617 1.362 6.272
H -4.458 0.495 5.160
H -5.054 2.146 5.457
H -4.432 1.619 2.693
H -3.298 0.205 3.190
H -2.527 1.351 1.071
H -1.365 1.643 2.347
H -1.787 5.181 0.850
H -0.996 3.613 0.520
H -1.007 5.271 3.258
H 0.279 5.340 1.953
H 1.595 2.121 3.095
H 1.944 3.718 2.488
H 0.963 2.727 1.510
C -4.307 -5.429 0.289
O -3.748 -4.286 0.962
C -2.481 -3.939 0.452
C -1.894 -2.912 1.433
N -2.025 -3.540 2.861
H -2.964 -3.879 3.009
H -1.336 -4.274 2.778
C -1.572 -2.744 4.057
C -2.555 -3.076 5.248
O -3.898 -3.383 4.776
C -4.719 -3.674 6.013
H -5.355 -5.465 0.585
H -3.914 -6.355 0.710
H -4.123 -5.319 -0.780
H -2.410 -3.566 -0.570
H -1.793 -4.784 0.483
H -2.378 -1.940 1.331
H -0.861 -2.670 1.181
H -1.635 -1.709 3.721
H -0.501 -2.896 4.189
H -2.462 -2.273 5.979
H -2.135 -3.934 5.772
H -5.068 -2.839 6.620
H -4.207 -4.406 6.639
H -5.624 -4.196 5.703
C 5.013 0.590 -2.852
O 3.720 -0.008 -2.872
C 3.063 -0.233 -4.083
C 2.555 0.997 -4.796
N 1.117 1.335 -4.384
H 0.806 2.076 -4.997
H 0.516 0.525 -4.443
C 0.976 1.702 -2.863
C 1.637 3.092 -2.514
O 1.578 4.044 -3.516
C 2.255 5.216 -3.197
H 5.290 0.755 -1.811
H 4.985 1.642 -3.139
H 5.732 0.102 -3.510
H 2.280 -0.986 -3.991
H 3.747 -0.712 -4.784
H 2.615 0.899 -5.880
H 3.128 1.901 -4.596
H 1.260 0.855 -2.239
H -0.097 1.750 -2.674
H 2.700 2.938 -2.325
H 1.221 3.418 -1.561
H 2.105 5.969 -3.970
H 3.325 5.017 -3.126
H 1.897 5.576 -2.232
C 4.686 1.624 2.082
O 3.897 0.591 2.607
C 4.604 -0.616 2.569
C 3.724 -1.893 2.466
N 2.794 -1.845 1.164
H 2.300 -2.725 1.218
H 2.091 -1.120 1.169
C 3.557 -1.832 -0.194
C 4.158 -3.176 -0.665
O 5.141 -3.587 0.237
C 5.978 -4.661 -0.266
H 4.979 1.475 1.043
H 5.614 1.788 2.630
H 4.060 2.504 2.234
H 5.228 -0.647 3.462
H 5.269 -0.791 1.724
H 3.032 -2.036 3.296
H 4.253 -2.837 2.331
H 4.302 -1.043 -0.300
H 2.752 -1.487 -0.843
H 4.483 -3.044 -1.697
H 3.369 -3.926 -0.709
H 6.719 -4.279 -0.968
H 5.411 -5.416 -0.810
H 6.510 -5.111 0.572
```

Total charge: +1
Multiplicity: 1
HOMO-LUMO gap: 0.1856 Ha
Energy above the lowest of the compared OMol25 structures with the same formula, charge and spin: 83.8 kcal/mol
LUMO level: -0.112 Eh
Strongest force on any atom: 5.515 eV/Å

Results of the Mulliken charge analysis, in e, for atoms 1 through 99: N 0.6473; O -0.4367; O -0.7666; O -0.6497; C 1.0204; O -0.4531; O -0.9691; C 0.7459; F -0.3063; F -0.2527; F -0.3361; C 1.1483; C -1.7999; H 0.4157; H 0.3446; H 0.3617; H 0.1895; H -0.3670; H -0.5004; C 0.3853; O -0.5215; O -1.0250; C 0.7370; F -0.2813; F -0.2541; F -0.2906; C 1.9974; C -1.2025; H 0.3818; H 0.3814; H -0.0355; H -0.5524; H -0.5343; H -0.1403; C -0.8237; O -0.3078; C -0.5880; C -0.1959; N -0.0349; H 0.5350; H 0.5382; C 0.3974; C -0.9734; O -0.3817; C -0.5418; H 0.3065; H 0.2735; H 0.2955; H 0.4421; H 0.3106; H 0.1649; H -0.1869; H 0.4067; H -0.4516; H 0.3551; H 0.3898; H 0.1956; H 0.4583; H 0.1558; C -0.7780; O -0.3873; C -0.4737; C -0.1449; N -0.0897; H 0.6906; H 0.4227; C -0.1792; C -0.6425; O -0.3660; C -0.7814; H 0.2610; H 0.3295; H 0.2998; H 0.4269; H 0.3505; H 0.1794; H -0.1771; H -0.1552; H 0.3453; H 0.4918; H 0.4819; H 0.2814; H 0.3386; H 0.2950; C -0.9020; O 0.1412; C -0.5932; C -0.6050; N 0.3050; H 0.4896; H 0.0366; C 1.0767; C -1.0222; O -0.4698; C -0.7803; H 0.1532; H 0.3080; H 0.3458; H 0.1102

***

[4]
Below is a structure of composition C23H61FeO8 in a non-equilibrium geometry, with properties calculated with ωB97M-V with the def2-TZVPD basis set.

The geometry in XYZ format:
```
93
C23H61FeO8 (ωB97M-V with the def2-TZVPD basis set)
Fe -0.800 5.246 4.645
C -0.655 2.438 7.673
C -1.606 3.497 7.190
O -1.413 4.058 5.886
H -0.628 2.363 8.760
H 0.380 2.623 7.368
H -0.849 1.439 7.275
H -1.466 4.397 7.805
H -2.646 3.169 7.267
C 3.357 3.516 9.501
C 4.127 2.730 8.469
C 3.996 1.219 8.610
O 3.677 3.174 7.162
H 3.719 3.281 10.507
H 2.277 3.340 9.473
H 3.543 4.589 9.439
H 5.200 2.915 8.491
H 4.206 1.054 9.678
H 4.761 0.641 8.105
H 2.958 0.887 8.544
H 2.718 3.202 7.247
C -0.810 5.748 10.453
C -2.273 5.619 10.829
C -2.481 5.141 12.256
O -2.956 6.884 10.625
H -0.654 5.812 9.370
H -0.244 4.858 10.729
H -0.374 6.651 10.878
H -2.761 4.905 10.155
H -3.507 5.352 12.575
H -1.868 5.708 12.959
H -2.386 4.060 12.320
H -2.939 7.392 11.443
C -4.988 5.678 7.255
C -4.424 7.138 7.305
C -5.294 8.045 8.242
O -3.169 7.124 7.897
H -4.750 5.369 6.234
H -6.074 5.673 7.307
H -4.529 4.965 7.936
H -4.245 7.514 6.303
H -5.391 7.593 9.234
H -6.290 8.146 7.815
H -4.770 8.979 8.428
H -3.341 6.893 8.860
C 0.312 2.828 1.368
C 0.194 2.595 2.852
C 1.301 1.718 3.413
O 0.276 3.890 3.591
H 0.477 1.887 0.841
H 1.268 3.347 1.229
H -0.522 3.335 0.893
H -0.755 2.175 3.182
H 2.280 2.074 3.096
H 1.068 0.689 3.129
H 1.174 1.631 4.495
H 1.227 4.072 3.563
C 0.760 -1.527 7.321
C 0.597 -1.533 5.819
C 1.746 -2.229 5.127
O -0.673 -2.141 5.523
H 0.582 -2.537 7.696
H 0.047 -0.920 7.893
H 1.746 -1.199 7.661
H 0.488 -0.547 5.335
H 2.034 -3.128 5.676
H 2.604 -1.559 5.078
H 1.499 -2.558 4.117
H -1.336 -1.707 6.068
C -4.456 -0.365 10.396
C -5.344 0.289 9.351
C -4.794 1.641 8.906
O -5.555 -0.550 8.213
H -4.749 -0.040 11.397
H -3.388 -0.290 10.197
H -4.716 -1.426 10.453
H -6.355 0.449 9.728
H -5.155 2.494 9.489
H -5.111 1.908 7.891
H -3.699 1.626 8.892
H -4.705 -0.677 7.767
C -5.447 -0.337 4.407
C -4.034 -0.775 4.751
C -3.134 0.368 5.178
O -4.082 -1.690 5.864
H -5.869 0.278 5.204
H -6.059 -1.224 4.244
H -5.446 0.262 3.494
H -3.575 -1.340 3.934
H -2.905 1.037 4.350
H -2.205 -0.017 5.600
H -3.616 0.846 6.038
H -4.976 -2.037 5.953
```

⟨S²⟩: 8.764
Total charge: +2
Multiplicity: 6
HOMO-LUMO gap (alpha / beta): 0.2172 / 0.0934 Ha
Energy above the lowest of the compared OMol25 structures with the same formula, charge and spin: 32.3 kcal/mol
LUMO level (alpha / beta): -0.283 / -0.407 Eh
Strongest force on any atom: 2.709 eV/Å

Mulliken analysis output, partial charges in e: Fe 1.0342; C -0.5264; C 1.0465; O -0.5180; H 0.4757; H -0.0043; H -0.1296; H -0.4692; H -0.1816; C -1.1430; C 0.3515; C -0.9962; O -0.5752; H 0.4123; H 0.2056; H 0.3431; H 0.3058; H 0.3525; H 0.3746; H 0.0544; H 0.2857; C -1.1676; C 1.1781; C -1.4855; O -0.6204; H 0.1973; H 0.3297; H 0.3723; H -0.3394; H 0.4452; H 0.3900; H 0.3972; H 0.3328; C -0.7502; C 0.2508; C -1.2199; O -0.1112; H 0.2945; H 0.4148; H 0.1569; H 0.4143; H 0.4057; H 0.3915; H 0.3952; H 0.3345; C -1.3615; C 0.6431; C -1.2760; O -0.2101; H 0.3815; H 0.3434; H 0.3474; H 0.0289; H 0.4586; H 0.4153; H 0.2388; H 0.3026; C -1.2894; C 1.5494; C -1.5414; O -0.5711; H 0.3851; H 0.3449; H 0.3021; H -0.5685; H 0.3854; H 0.3570; H 0.4037; H 0.2082; C -1.3508; C 0.2613; C -0.8931; O -0.5171; H 0.3916; H 0.2643; H 0.3921; H 0.3749; H 0.4522; H 0.2729; H 0.0641; H 0.2890; C -1.4865; C 0.5551; C -0.0234; O -0.5601; H 0.2875; H 0.4784; H 0.4021; H 0.2943; H 0.3248; H -0.3701; H -0.2147; H 0.3288

***

Question: Look up the multiplicity of the fourth one.
Answer: 6